# 1
The following is a DFT calculation (ωB97M-V/def2-TZVPD) of a gas-phase ion, C46H71N16O7 (charge +1) at a distorted geometry.

Total charge   +1

Each line ends with the Löwdin charge.
Atoms and positions in Å:
C -1.0228 -5.1210 3.2902  0.140
C -0.8162 -5.2085 2.1140  -0.097
C -0.5728 -5.2662 0.6815  -0.191
H -0.8014 -6.2763 0.3132  0.139
O -1.2933 -4.2917 -0.0683  -0.192
C -2.6320 -4.5955 -0.3876  -0.150
C -3.6463 -4.3995 0.7429  -0.156
O -3.7178 -3.0173 1.0352  -0.208
C -4.7095 -2.6247 1.9654  -0.162
C -6.1406 -2.7057 1.3916  -0.172
O -6.2234 -2.3089 0.0426  -0.139
C -6.5058 -0.9556 -0.2307  -0.178
C -5.3037 -0.0106 -0.0535  -0.151
N -4.1280 -0.6261 -0.6070  0.101
C -3.2416 -0.0445 -1.4041  -0.373
N -2.1947 -0.8095 -1.7827  0.138
C -1.3534 -0.2301 -2.6488  -0.361
N -1.3748 1.0426 -3.0015  0.210
C -2.4392 1.7242 -2.5463  -0.341
N -2.5825 2.9971 -2.9659  -0.053
C -3.6293 3.8154 -2.4066  -0.114
H -4.5118 3.1980 -2.2487  0.117
H -3.8589 4.6037 -3.1265  0.129
C -3.1438 4.4003 -1.0627  -0.099
N -1.7022 4.5620 -1.1293  -0.026
C -0.8118 4.1732 -0.1967  -0.391
O 0.3837 4.1185 -0.4244  0.059
C -1.3755 3.8399 1.1937  -0.153
N -1.6857 2.4336 1.2337  -0.081
C -0.8543 1.3965 1.0010  0.011
C -1.5965 0.2861 1.3524  -0.235
N -2.8146 0.7165 1.7528  0.081
N -2.8569 1.9929 1.6794  0.069
C -1.2356 -1.1561 1.4325  -0.224
N -0.5290 -1.6019 0.2072  0.227
H -0.4255 -2.6280 0.2220  0.113
H -1.1544 -1.3754 -0.6267  0.094
H -2.1700 -1.7205 1.4822  0.122
C -0.4237 -1.4864 2.7016  -0.070
C 0.9727 -0.9341 2.6819  -0.232
C 1.2234 0.4056 2.9505  -0.044
C 2.4929 0.9309 2.8153  -0.020
C 3.5566 0.1055 2.4640  -0.328
C 3.3307 -1.2613 2.3226  -0.009
C 2.0488 -1.7646 2.3942  -0.032
H 1.8830 -2.8189 2.2267  0.115
H 4.1739 -1.9057 2.1404  0.104
O 4.8030 0.5816 2.2456  0.031
H 4.7614 1.5458 2.0743  0.064
H 2.6745 1.9840 2.9747  0.110
H 0.4147 1.0474 3.2633  0.103
H -0.9759 -1.0849 3.5533  0.135
H -0.3856 -2.5723 2.8038  0.089
H 0.1392 1.4991 0.6122  0.089
H -2.3071 4.3789 1.3852  0.155
C -0.3613 4.2102 2.2998  -0.320
C -0.0453 5.7014 2.2149  -0.035
H -0.9497 6.2913 2.3500  0.093
H 0.3935 5.9493 1.2525  0.076
H 0.6637 5.9794 2.9885  0.078
C -0.9262 3.8450 3.6784  -0.216
C 0.1261 3.8788 4.7810  -0.084
H 0.9527 3.2117 4.5469  0.061
H -0.3139 3.5572 5.7215  0.078
H 0.5201 4.8812 4.9214  0.068
H -1.7342 4.5366 3.9256  0.121
H -1.3594 2.8429 3.6480  0.096
H 0.5549 3.6390 2.1188  0.127
C -1.2141 4.9267 -2.4467  -0.094
H -0.1532 5.1619 -2.3626  0.122
H -1.7552 5.8186 -2.7723  0.130
C -1.4395 3.7541 -3.4226  -0.103
H -0.5849 3.0774 -3.4399  0.108
H -1.6210 4.1303 -4.4344  0.128
H -3.4100 3.7015 -0.2710  0.100
H -3.6238 5.3665 -0.8700  0.133
N -3.4085 1.2196 -1.7867  0.207
N -0.3950 -1.0519 -3.1521  -0.060
C 0.7564 -0.5284 -3.8444  -0.116
H 1.1360 0.3103 -3.2571  0.112
H 0.5050 -0.1551 -4.8460  0.129
C 1.8004 -1.6634 -3.9506  -0.096
N 1.6068 -2.6162 -2.8806  -0.025
C 2.2471 -2.6870 -1.6975  -0.415
O 1.8140 -3.3522 -0.7725  0.053
C 3.5667 -1.9123 -1.5525  -0.139
N 3.1959 -0.6284 -1.0085  -0.027
C 3.9154 0.5092 -0.9590  0.033
C 3.0704 1.4367 -0.3810  -0.220
N 1.9044 0.8168 -0.1350  0.104
N 1.9826 -0.4111 -0.5095  0.057
C 3.3088 2.8723 -0.0484  -0.306
N 4.4724 2.9768 0.8292  0.067
H 4.5546 3.9291 1.1722  0.103
H 5.3043 2.7843 0.2764  0.097
C 3.4643 3.6863 -1.3458  -0.210
O 4.5793 3.1881 -2.0590  -0.057
H 4.7327 3.7455 -2.8278  0.098
H 2.5427 3.5978 -1.9331  0.114
H 3.6096 4.7426 -1.0843  0.127
H 2.4258 3.2512 0.4725  0.122
H 4.9087 0.6021 -1.3374  0.136
H 4.0537 -1.7473 -2.5187  0.151
C 4.5359 -2.7395 -0.6773  -0.322
C 4.9158 -3.9864 -1.4761  -0.036
H 4.0262 -4.5069 -1.8230  0.081
H 5.5234 -3.7206 -2.3393  0.094
H 5.4813 -4.6728 -0.8549  0.082
H 3.9878 -3.0491 0.2162  0.125
C 5.7730 -1.9358 -0.2669  -0.230
C 6.7440 -2.7400 0.5924  -0.085
H 7.5114 -2.0810 0.9897  0.079
H 7.2342 -3.5207 0.0180  0.070
H 6.2261 -3.1997 1.4309  0.078
H 5.4650 -1.0619 0.3091  0.079
H 6.2951 -1.5900 -1.1633  0.119
C 0.3649 -3.3596 -3.0241  -0.087
C -0.7415 -2.4110 -3.5016  -0.105
H -1.6921 -2.6563 -3.0313  0.109
H -0.8628 -2.4804 -4.5915  0.132
H 0.5131 -4.1704 -3.7445  0.136
H 0.1248 -3.7888 -2.0509  0.101
H 1.6687 -2.2038 -4.8930  0.132
H 2.8023 -1.2409 -3.9470  0.117
H -3.9505 -1.5829 -0.3190  0.115
H 0.4109 -1.1625 0.0848  0.097
H -5.1307 0.2144 1.0048  0.097
H -5.4867 0.9255 -0.5812  0.116
H -6.8136 -0.9585 -1.2797  0.130
H -7.3423 -0.6006 0.3856  0.127
H -6.8097 -2.1123 2.0259  0.133
H -6.4852 -3.7448 1.4063  0.125
H -4.6535 -3.2401 2.8726  0.135
H -4.4523 -1.5928 2.2178  0.109
H -3.3481 -4.9571 1.6410  0.120
H -4.6150 -4.7728 0.3918  0.135
H -2.8875 -3.9093 -1.1999  0.127
H -2.7093 -5.6290 -0.7498  0.136
H 0.4836 -5.0437 0.4864  0.120
H -1.1910 -5.0708 4.3251  0.037

---

# 2
The following is a DFT calculation (ωB97M-V/def2-TZVPD) of C5H4F4N2 in the gas phase at a distorted geometry.

Structure (SMILES)   F[C@@H](c1cc[nH]n1)C(F)(F)F

Each line ends with the Löwdin charge.
Atoms and positions in Å:
F -2.0149 1.0775 -0.8396  0.070
C -0.9500 0.3051 -0.9817  -0.153
C -0.0352 0.4836 0.2372  -0.227
C 1.3632 -0.0547 0.2442  -0.012
C 1.8397 0.4619 1.4018  -0.122
N 0.8577 1.2116 1.9851  -0.035
N -0.2350 1.2677 1.2577  0.075
C -1.4064 -1.4451 -1.2253  -0.544
F -0.4119 -2.2152 -0.8977  0.174
F -2.5419 -1.6763 -0.5230  0.128
F -1.6689 -1.6259 -2.5090  0.145
H -0.3546 0.3878 -1.8695  0.131
H 1.6357 -0.7547 -0.4831  0.079
H 2.9731 0.5609 1.6413  0.147
H 0.9494 2.0158 2.5615  0.142

---

# 3
The following is a DFT calculation (ωB97M-V/def2-TZVPD) of C11H14N2OS in the gas phase at a distorted geometry.

Each line ends with the Löwdin charge.
Atoms and positions in Å:
C -0.1031 -0.8980 2.3831  -0.035
C -0.2792 0.4324 2.2406  -0.039
C 0.7916 -1.0683 0.0850  -0.146
C 0.6090 0.4007 -0.1141  -0.309
C 0.9616 -2.2058 -0.7896  -0.185
C -1.9623 0.2294 -2.8452  -0.151
C -2.1846 0.1331 -1.3777  -0.152
C 0.8671 -1.5770 1.5115  -0.279
C 0.3476 1.2362 1.0987  -0.366
C -1.2479 1.1949 -1.9013  -0.344
C 1.6669 1.8799 1.5819  -0.043
N 0.7366 -3.3066 0.0856  -0.002
N 0.6148 -2.9985 1.2477  0.047
O 1.1605 2.4554 -1.5383  -0.513
S 0.6546 1.0971 -1.7379  0.968
H -0.7789 -1.4326 2.9857  0.095
H -1.0934 0.8367 2.7959  0.100
H 0.3520 -2.3746 -1.6426  0.107
H 2.0746 -2.3950 -1.0285  0.168
H -1.3521 -0.6082 -3.1776  0.095
H -2.6650 0.5881 -3.5287  0.082
H -3.0809 0.5908 -1.1176  0.074
H -1.8619 -0.8227 -0.7747  0.146
H 1.9533 -1.5127 1.8160  0.179
H -0.3551 2.0493 0.8888  0.142
H -1.6591 2.1426 -2.0105  0.089
H 1.9335 2.7232 0.9604  0.059
H 2.5023 1.0586 1.3083  0.138
H 1.3972 2.1517 2.5953  0.074

---

# 4
The following is a DFT calculation (ωB97M-V/def2-TZVPD) of C6H15NS in the gas phase at a distorted geometry.

Structure (SMILES)   CCN(C)CCCS

Each line ends with the Löwdin charge.
Atoms and positions in Å:
C -1.6964 2.0661 1.2955  -0.089
C -1.4706 1.0308 0.1781  -0.277
N -0.0398 0.8751 -0.0897  -0.218
C 0.3654 1.7603 -1.1707  -0.116
C 0.2228 -0.5273 -0.5162  -0.239
C 0.8392 -1.3041 0.6379  -0.254
C 0.9602 -2.8166 0.3415  -0.572
S 2.5916 -3.2837 -0.2760  0.692
H -1.2539 3.0157 0.9770  0.064
H -2.7555 2.2120 1.5183  0.069
H -1.1868 1.7294 2.1909  0.065
H -2.0003 1.4330 -0.6958  0.112
H -1.9035 0.0866 0.4995  0.109
H 1.4534 1.8135 -1.2518  0.085
H 0.0149 1.4610 -2.1667  0.087
H 0.0488 2.7762 -0.9358  0.078
H 0.8992 -0.4971 -1.3776  0.106
H -0.6969 -0.9262 -0.9576  0.117
H 1.8263 -0.8587 0.7960  0.100
H 0.2765 -1.0676 1.5340  0.103
H 0.7037 -3.3943 1.2307  0.068
H 0.1992 -3.0797 -0.3970  0.063
H 2.6025 -2.5043 -1.3646  -0.153

---

The following energy values (in a.u.) correspond, in order, to the records above: -3198.07640, -701.85005, -1010.27361, -690.51707.
The following LUMO values (in eV) correspond, in order, to the records above: -1.476, 0.878, 0.134, 0.962.
The following E_HOMO values (in Ha) correspond, in order, to the records above: -0.3729, -0.3562, -0.3287, -0.3223.